1.
Below is a single C5H5ClN2O molecule, with properties calculated with ωB97M-V with the def2-TZVPD basis set.

```
14
Properties=species:S:1:pos:R:3:forces:R:3:lowdin_charge:R:1
C 1.2061 0.4406 -1.7588 1.8 0.0 0.4 -0.07
C 0.6385 0.0490 -0.4347 -1.3 1.9 0.8 -0.31
N 1.0050 0.7825 0.6363 -0.6 -0.7 0.3 0.11
C 0.1787 0.6645 1.7182 0.4 -0.6 -2.5 -0.09
C -0.9569 -0.0922 1.6674 1.5 2.9 2.9 -0.03
N -1.3124 -0.7968 0.6132 -1.3 -1.7 1.2 -0.29
O -2.2547 -1.6023 0.6516 -1.9 -0.8 0.3 -0.05
C -0.5499 -0.7378 -0.4297 3.6 0.6 -2.5 -0.59
Cl -0.8678 -1.7849 -1.7305 -0.4 0.0 -0.1 0.82
H 0.5643 1.1979 -2.1959 -0.6 -0.4 -0.4 0.09
H 1.3540 -0.4663 -2.3664 0.0 0.8 -0.2 0.06
H 2.1423 1.0385 -1.6068 -0.5 -1.0 0.0 0.10
H 0.3081 1.2008 2.6369 0.7 0.4 0.1 0.11
H -1.4555 0.1064 2.5991 -1.5 -1.4 -0.3 0.13
```
Positions in Å, forces in eV/Å.

Energy relative to the best compared isomer or geometry (same formula, charge and spin) = 176.0 kJ/mol
Lowest unoccupied orbital energy = 0.059 eV
Net charge = 0
SMILES string = Cc1ncc[n+]([O-])c1Cl

2.
Below is 4 unconnected molecules or ions with the total composition C24H68N9O4P3Si, with properties calculated with ωB97M-V with the def2-TZVPD basis set.

```
109
Properties=species:S:1:pos:R:3:forces:R:3:lowdin_charge:R:1
C -6.4271 2.7113 3.9172 -0.2 -0.6 -0.4 -0.13
N -5.0989 3.1314 3.5264 -0.3 1.5 -0.3 -0.32
C -5.0248 4.5440 3.1628 0.6 0.1 0.1 -0.13
P -3.7130 2.1709 3.2107 -4.1 -2.2 5.3 0.76
O -2.7920 2.9182 4.1920 1.6 0.5 -3.8 -0.34
N -3.6907 0.6993 4.1337 0.6 -0.8 0.3 -0.34
C -4.7618 0.2860 5.0188 -0.4 0.0 -0.5 -0.14
C -2.4232 0.4130 4.8117 0.2 0.3 -0.3 -0.16
N -4.5655 1.3231 1.9296 1.7 0.9 -0.6 -0.29
C -5.0149 2.0906 0.7719 -0.1 0.5 0.0 -0.12
C -4.7747 -0.1056 1.7842 0.5 -0.8 -0.4 -0.13
H -6.8159 1.8966 3.2955 0.0 -0.1 0.1 0.07
H -7.1587 3.5180 3.8339 0.3 0.1 -0.2 0.08
H -6.4510 2.4026 4.9647 0.0 -0.2 0.0 0.07
H -5.1536 4.6837 2.0821 -0.1 0.2 0.0 0.06
H -4.0572 4.9714 3.4411 0.0 -0.1 0.0 0.07
H -5.7786 5.1458 3.6729 0.0 -0.2 0.1 0.08
H -4.8603 0.9555 5.8832 -0.1 0.0 0.1 0.09
H -4.5780 -0.7251 5.3960 0.2 0.1 0.0 0.08
H -5.7155 0.2198 4.4981 -0.1 0.2 0.0 0.06
H -2.3207 0.9766 5.7453 0.1 0.0 0.0 0.08
H -1.5743 0.6537 4.1687 -0.1 0.1 0.1 0.06
H -2.3489 -0.6542 5.0448 -0.2 0.0 -0.1 0.08
H -6.0049 2.5252 0.9489 0.0 0.0 0.0 0.08
H -5.0813 1.4882 -0.1347 0.2 -0.2 0.2 0.08
H -4.3180 2.9023 0.5559 -0.1 0.1 0.0 0.07
H -5.7529 -0.3908 2.1869 0.0 0.1 0.2 0.09
H -4.0067 -0.7013 2.2682 -0.1 0.2 0.2 0.06
H -4.7485 -0.4217 0.7388 0.0 0.3 0.0 0.06
C -1.5223 -4.4473 -1.7812 0.7 -0.1 0.1 -0.13
N -1.8460 -3.0415 -1.6663 -0.8 0.2 -1.3 -0.32
C -2.6681 -2.5483 -2.7673 -0.3 0.5 0.3 -0.14
P -1.2106 -1.8736 -0.5825 -1.0 -6.5 2.7 0.77
O -2.5796 -1.4096 -0.0498 1.8 3.3 -1.9 -0.32
N -0.7230 -2.5622 0.9367 0.3 0.3 1.0 -0.34
C -0.7749 -3.9808 1.2325 0.4 -0.1 -0.5 -0.14
C -1.1999 -1.8478 2.1248 0.0 0.3 -0.3 -0.16
N 0.4101 -2.1540 -1.1998 -0.6 1.9 -0.1 -0.29
C 0.6788 -1.8518 -2.6044 -0.3 0.1 -0.4 -0.12
C 1.6023 -2.5259 -0.4599 0.7 0.7 0.6 -0.11
H -0.4428 -4.6347 -1.8060 0.1 0.0 0.1 0.07
H -1.9174 -4.8905 -2.6978 0.0 0.4 -0.1 0.08
H -1.9651 -5.0220 -0.9647 0.1 0.0 0.1 0.07
H -2.0487 -2.1204 -3.5652 -0.1 -0.1 -0.2 0.06
H -3.3559 -1.7697 -2.4256 0.1 0.0 0.1 0.07
H -3.2901 -3.3304 -3.2057 0.1 -0.1 0.1 0.08
H -1.8066 -4.3539 1.2698 0.0 -0.1 0.0 0.09
H -0.3079 -4.1873 2.2005 -0.1 0.2 0.0 0.08
H -0.2012 -4.5661 0.5159 -0.1 0.0 -0.2 0.06
H -2.2368 -2.1019 2.3672 -0.1 0.1 0.0 0.07
H -1.1335 -0.7670 1.9836 -0.1 -0.1 0.0 0.07
H -0.5765 -2.0905 2.9910 0.1 -0.2 -0.1 0.08
H 0.4402 -2.7089 -3.2428 0.0 0.0 0.0 0.08
H 1.7206 -1.5898 -2.7926 0.0 -0.1 0.2 0.06
H 0.0793 -1.0009 -2.9340 0.0 -0.1 -0.1 0.08
H 1.7465 -3.6102 -0.4930 -0.1 0.0 0.0 0.08
H 1.5789 -2.2042 0.5792 -0.3 -0.2 -0.1 0.08
H 2.5037 -2.0650 -0.8754 -0.2 0.0 -0.3 0.08
C 3.7282 -3.2666 -7.6470 0.6 -0.4 -0.2 -0.13
N 3.9677 -2.4756 -6.4585 -0.5 1.4 -0.5 -0.32
C 3.5295 -1.0886 -6.5916 -0.1 0.2 0.6 -0.13
P 4.8838 -2.8740 -5.0648 -3.9 -5.3 -2.8 0.76
O 3.7553 -2.5827 -4.0591 3.0 2.7 0.9 -0.33
N 4.8927 -4.5782 -4.7317 0.3 -0.7 0.7 -0.35
C 4.2590 -5.5694 -5.5803 0.3 0.1 -0.5 -0.14
C 4.6032 -4.9387 -3.3403 0.1 0.4 0.1 -0.15
N 6.3266 -3.0853 -6.0478 0.3 1.4 1.4 -0.30
C 6.8449 -1.9276 -6.7732 -0.3 0.4 -0.2 -0.12
C 7.1884 -4.2498 -6.1384 0.7 -0.3 0.7 -0.12
H 4.6447 -3.7039 -8.0591 0.0 -0.1 0.1 0.07
H 3.2954 -2.6767 -8.4576 0.1 0.3 0.2 0.08
H 3.0094 -4.0650 -7.4511 0.1 -0.1 0.0 0.07
H 4.3503 -0.4426 -6.9263 -0.1 0.1 -0.1 0.06
H 3.1664 -0.6979 -5.6369 0.1 -0.1 0.0 0.07
H 2.7045 -0.9783 -7.2970 0.1 -0.2 0.0 0.08
H 3.1664 -5.4648 -5.5865 0.0 0.0 -0.1 0.09
H 4.4977 -6.5792 -5.2331 0.0 0.1 0.2 0.08
H 4.6347 -5.5299 -6.6012 -0.1 0.2 -0.1 0.06
H 3.5287 -4.9229 -3.1277 0.0 0.0 0.1 0.07
H 5.1016 -4.2567 -2.6490 -0.2 0.0 -0.1 0.07
H 4.9817 -5.9417 -3.1205 0.0 0.0 -0.2 0.08
H 6.3642 -1.8299 -7.7522 0.0 0.0 0.0 0.08
H 7.9207 -1.9813 -6.9436 0.0 -0.2 0.2 0.08
H 6.6648 -1.0104 -6.2101 0.0 0.0 -0.2 0.08
H 6.9022 -4.8687 -6.9942 -0.1 0.0 0.0 0.09
H 7.1754 -4.8625 -5.2396 -0.3 0.0 -0.1 0.08
H 8.2392 -3.9742 -6.2729 -0.1 0.2 -0.1 0.08
C -0.3859 6.0904 7.3641 1.6 -0.3 -1.1 -0.08
C 0.7531 5.8052 6.5618 -0.9 -0.4 1.7 -0.32
Si 0.6565 4.4165 5.2272 0.9 0.5 1.4 0.65
C 1.9943 4.7091 3.8960 0.1 -0.5 -0.7 -0.34
C 1.6003 5.7481 2.7706 0.9 0.3 0.4 -0.27
C 0.8901 7.0575 3.2864 -0.4 0.4 -1.7 -0.20
C -0.6751 7.0045 2.9896 0.6 -0.7 1.0 -0.26
O -1.4326 7.6248 4.0486 0.4 0.1 -0.7 -0.10
H -0.9434 7.0324 7.1579 1.1 0.1 1.6 0.05
H -0.7356 5.3543 8.1327 -0.9 0.1 -1.9 0.05
H 1.6593 6.4372 6.7390 -1.2 0.8 -1.7 0.05
H -0.6709 4.5294 4.6121 0.0 -0.2 0.0 -0.03
H 0.8531 3.1494 5.9549 -0.1 -0.5 -0.3 -0.05
H 2.1326 3.7152 3.3756 -0.1 0.8 0.5 0.07
H 3.0048 4.9354 4.3378 -1.0 0.0 -0.3 0.08
H 2.5634 6.0573 2.2755 -0.9 -0.3 0.3 0.10
H 0.9889 5.2432 1.9734 0.4 0.5 0.8 0.11
H 1.2818 7.9029 2.6490 -0.2 -0.7 0.7 0.10
H 1.1234 7.3356 4.3404 -0.3 -0.6 -0.6 0.09
H -0.9024 7.4780 2.0039 0.1 -0.4 0.6 0.12
H -0.9922 5.9280 2.9965 0.1 1.1 -0.2 0.09
H -1.0328 8.4960 4.1622 -0.2 0.0 0.1 0.08
```
Positions in Å, forces in eV/Å.

Energy relative to the best compared isomer or geometry (same formula, charge and spin) = 816.9 kJ/mol
Lowest unoccupied orbital energy = -0.633 eV
Net charge = 0
SMILES string = CN(C)P(=O)(N(C)C)N(C)C.CN(C)P(=O)(N(C)C)N(C)C.CN(C)P(=O)(N(C)C)N(C)C.C=C[SiH2]CCCCO

3.
Below is 2 unconnected molecules or ions with the total composition C6H10, with properties calculated with ωB97M-V with the def2-TZVPD basis set.

```
16
Properties=species:S:1:pos:R:3:forces:R:3:lowdin_charge:R:1
C 0.4596 -1.0491 -0.0332 -0.1 0.0 0.0 -0.08
C -0.6178 -0.3464 -0.3967 0.2 0.0 0.1 -0.27
C -1.5545 0.5175 0.3535 -0.2 0.0 0.1 -0.04
C -0.3891 1.0986 -0.4741 0.1 0.1 -0.1 -0.24
C 1.0860 1.3044 -0.1232 0.0 0.1 0.0 -0.14
C 1.6125 -0.1081 0.2583 0.1 0.0 0.0 -0.17
H 0.4452 -2.0726 0.3358 0.0 0.2 0.0 0.08
H -1.4645 0.4249 1.4361 -0.1 0.0 -0.2 0.11
H -2.5588 0.7656 0.0154 0.2 0.0 -0.1 0.09
H -0.7545 1.6031 -1.3685 0.1 -0.1 0.1 0.13
H 1.5758 1.6414 -1.0424 -0.1 0.0 0.1 0.11
H 1.2943 2.0560 0.6427 0.0 -0.1 0.0 0.10
H 1.7136 -0.1735 1.3523 0.1 0.0 -0.1 0.11
H 2.5965 -0.3550 -0.1522 -0.1 0.1 -0.1 0.10
H -1.8095 -2.8861 0.1281 -0.1 -0.1 0.0 0.06
H -1.8398 -2.2820 -0.3023 -0.1 -0.1 0.0 0.03
```
Positions in Å, forces in eV/Å.

Energy relative to the best compared isomer or geometry (same formula, charge and spin) = 382.7 kJ/mol
Lowest unoccupied orbital energy = 1.003 eV
Net charge = 0
SMILES string = C1=C2C[C@H]2CC1.[H][H]

4.
Below is a molecular structure, C26H22IrN8O, with properties calculated with ωB97M-V with the def2-TZVPD basis set.

```
58
Properties=species:S:1:pos:R:3:forces:R:3:lowdin_charge:R:1
Ir -0.0766 1.5443 0.2163 0.0 -0.1 0.2 1.51
C 4.0872 2.2480 -1.0011 0.0 0.0 0.0 -0.03
C 2.7448 2.4852 -0.7088 0.0 -0.1 0.0 -0.05
N 1.9441 1.4837 -0.3433 -0.1 0.2 -0.1 -0.04
C 2.4903 0.2461 -0.1869 -0.1 0.0 0.1 -0.14
C 3.8159 0.0427 -0.5278 0.1 0.0 0.0 0.00
N 4.6009 1.0319 -0.9469 0.0 -0.1 0.0 0.16
C 1.6192 -0.7629 0.4678 0.2 0.1 -0.1 -0.15
C 1.9608 -2.0463 0.8278 0.0 0.0 0.0 0.10
C 1.0520 -2.8523 1.5397 0.0 0.1 0.0 -0.06
C -0.1888 -2.2725 1.8781 0.0 0.0 0.1 0.10
C -0.4878 -0.9906 1.4840 -0.2 0.0 0.0 -0.18
N 0.4111 -0.2749 0.7840 -0.1 0.0 -0.1 -0.07
C -1.7549 -0.2503 1.7302 0.2 0.0 0.0 -0.16
C -2.8446 -0.7450 2.4226 -0.1 0.0 0.0 0.00
N -3.9437 -0.0208 2.6262 0.1 0.0 0.0 0.16
C -3.9657 1.2177 2.1671 0.0 0.0 0.0 -0.03
C -2.8930 1.7510 1.4509 0.0 -0.1 0.0 -0.03
N -1.8109 1.0127 1.2229 -0.1 0.1 -0.2 -0.04
C 1.3872 -4.2327 1.9284 0.0 0.0 0.0 -0.17
C 0.4229 -5.0885 2.4613 0.0 0.0 0.0 0.01
C 0.7839 -6.3855 2.7968 0.1 0.0 0.0 -0.09
N 2.0146 -6.8622 2.6385 0.0 0.1 0.0 0.12
C 2.9399 -6.0481 2.1397 -0.1 0.0 0.0 -0.08
C 2.6784 -4.7368 1.7706 0.1 0.0 0.0 0.01
H 4.7456 3.0608 -1.2831 0.0 0.0 0.0 0.14
H 2.3247 3.4805 -0.7540 0.0 0.0 0.0 0.13
H 4.2683 -0.9387 -0.4543 0.0 0.0 0.0 0.14
H 2.9401 -2.4207 0.5736 0.0 0.0 0.0 0.12
H -0.9038 -2.8211 2.4713 0.0 0.0 0.0 0.12
H -2.8437 -1.7500 2.8269 0.0 0.0 0.0 0.14
H -4.8524 1.8094 2.3604 0.0 0.0 0.0 0.14
H -2.8954 2.7639 1.0751 0.0 0.0 0.0 0.12
H -0.6045 -4.7916 2.6161 0.0 0.0 0.0 0.11
H 0.0515 -7.0682 3.2091 0.0 0.0 0.0 0.13
H 3.9355 -6.4597 2.0310 0.0 0.0 0.0 0.13
H 3.4989 -4.1425 1.3946 0.0 0.0 0.0 0.11
C -2.0804 5.4121 -0.3150 0.0 0.1 0.0 0.05
C -1.2380 4.2794 -0.7915 0.1 -0.1 0.0 -0.44
O -0.6313 3.5418 0.0405 -0.1 0.1 0.0 -0.15
N -1.1281 4.0524 -2.0918 0.0 -0.1 0.1 0.13
C -0.1658 3.1048 -2.6321 -0.1 -0.1 0.1 -0.08
C -0.6788 1.6857 -2.6978 0.0 0.0 0.2 -0.19
C -1.0886 1.1785 -3.9161 0.0 0.0 0.0 0.04
C -1.6082 -0.1021 -4.0172 0.0 0.0 -0.1 0.03
C -1.7313 -0.8499 -2.8611 0.0 0.0 0.0 0.02
C -1.3058 -0.3111 -1.6676 0.0 0.1 0.1 -0.06
N -0.7645 0.9236 -1.5703 0.0 0.0 -0.2 -0.03
H -1.8689 5.6203 0.7302 0.0 0.0 0.0 0.11
H -3.1364 5.1497 -0.4220 0.0 0.0 0.0 0.12
H -1.8998 6.3091 -0.9068 0.0 0.0 0.0 0.11
H -1.6609 4.6242 -2.7332 0.0 0.1 0.0 0.18
H 0.7276 3.1444 -2.0243 0.1 0.1 0.0 0.08
H 0.1033 3.4376 -3.6308 0.0 -0.1 0.0 0.15
H -1.0018 1.8051 -4.7941 0.0 0.0 0.0 0.14
H -1.9222 -0.4975 -4.9748 0.0 0.0 0.0 0.15
H -2.1554 -1.8444 -2.8690 0.0 0.0 0.0 0.14
H -1.4168 -0.8800 -0.7601 0.1 0.0 0.0 0.11
```
Positions in Å, forces in eV/Å.

Energy relative to the best compared isomer or geometry (same formula, charge and spin) = 0.0 kJ/mol
Lowest unoccupied orbital energy = -11.059 eV
Net charge = +3

no.,orbital gap (eV)
1,9.40
2,6.44
3,9.25
4,5.40